ORCA calculation (ωB97M-V/def2-TZVPD) on the ion C2H3N4O with charge +1.

- F_max (eV/A) = 5.4
- SMILES = O=C[n+]1cn[nH]n1
- ΔE to the lowest compared entry with this formula, charge and spin (eV) = 2.412
- total charge = +1
- HOMO (eV) = -16.786
- calculated total energy (Eh) = -371.91545
- orbital gap (hartree) = 0.39621

XYZ file:
```
10
Properties=species:S:1:pos:R:3:forces:R:3:nbo_charge:R:1
C 1.807 -0.503 0.092 0.28 1.71 -0.41 0.57
C -0.856 -0.764 -0.116 -1.01 -5.22 0.58 0.21
N 0.098 1.139 -0.033 0.82 0.53 0.45 0.11
N -1.172 1.247 -0.014 0.27 -1.52 -0.40 -0.07
N -1.828 0.107 -0.088 0.15 -0.94 0.08 -0.19
N 0.363 -0.202 -0.063 -2.73 4.39 -0.03 -0.24
O 2.543 0.410 0.186 -0.17 -1.13 0.12 -0.35
H 1.889 -1.542 0.014 0.99 -1.80 0.14 0.18
H -1.058 -1.939 -0.047 0.57 2.96 -0.43 0.29
H -1.786 2.047 0.069 0.83 1.03 -0.09 0.48
```
Forces are in eV/Å.